A structure of composition C8H13N3O. Source: the Open Molecules 2025 dataset; level of theory: ωB97M-V with the def2-TZVPD basis set.

Geometry as XYZ:
```
25
Properties=species:S:1:pos:R:3:forces:R:3
N 2.120492 0.433149 -0.807462 0.3 -1.5 -5.9
C -1.463031 0.566893 2.255681 -0.3 0.2 0.1
C -1.363911 0.719771 -0.278855 -0.5 -0.5 0.1
N 1.791199 0.600041 1.014589 -3.6 0.0 4.7
O -1.186737 2.116495 -0.279213 0.6 0.4 -0.2
H 0.666909 -0.165068 -2.158078 -0.2 0.0 -0.1
H -0.915119 -1.013530 0.905492 0.0 0.2 0.1
H 2.401511 2.384978 -0.566394 -0.5 -1.3 -1.4
H 2.004497 -1.921410 0.015616 -0.1 0.0 -0.1
H -1.390065 1.655865 2.307294 0.0 -0.1 0.1
H -2.449125 0.540679 -0.299592 0.3 0.0 0.0
H 1.182495 2.008473 -1.755748 1.7 -0.6 0.6
C -0.782420 0.057484 0.983559 -0.3 0.6 0.1
C 0.012562 -2.352747 -0.558932 0.1 -0.5 -0.3
C 1.361964 -1.852516 -0.867987 0.1 -0.3 -0.2
H -1.014676 0.134589 3.152915 0.0 0.1 -0.1
H 1.811579 -2.502542 -1.645250 -0.2 0.2 0.3
H -0.233932 2.292040 -0.387426 -0.6 0.0 0.2
C -1.096271 -2.744435 -0.320660 -0.4 -0.6 -0.2
H -0.941477 0.255032 -1.175178 -0.2 0.1 0.2
C 1.339205 -0.433709 -1.349546 1.7 0.7 -0.8
N 2.120871 1.699809 -1.334186 -1.0 1.8 0.6
C 0.649190 0.329414 1.024065 2.1 1.0 2.4
H -2.093958 -3.104927 -0.110684 0.6 0.2 -0.1
H -2.531755 0.296171 2.235975 0.3 0.1 0.0
```
Forces are in eV/Å.

HOMO-LUMO gap = 8.62 eV

A cluster of 2 separate species, C8H13N3O in total. Source: the Open Molecules 2025 dataset; level of theory: ωB97M-V with the def2-TZVPD basis set.

Geometry as XYZ:
```
25
Properties=species:S:1:pos:R:3:forces:R:3
C -0.487181 -0.902207 2.095184 -0.6 -0.5 0.2
H 0.673499 1.745255 1.580403 0.0 -0.3 -0.2
H 2.473929 0.827438 2.624784 0.2 -0.1 0.0
H -0.790397 2.359493 0.194077 -0.4 0.1 0.0
H -2.020185 2.173660 -1.933228 0.4 0.0 -0.1
C 2.588685 0.724017 1.545678 0.3 -1.3 -0.5
C -1.407970 -2.324357 0.796823 0.5 0.1 -0.7
C -0.383045 1.829572 -0.653765 0.0 -0.2 -1.0
H -0.824099 1.373701 -3.947071 0.2 -0.1 0.3
C 1.305722 1.176278 0.888589 0.9 1.1 1.1
H -0.611839 -0.083829 -2.965572 -0.1 0.5 0.1
H 0.282490 -0.407469 2.705940 -0.5 -0.6 -0.6
N -2.370110 -1.574521 1.193280 0.6 0.3 0.7
H 3.488805 1.292561 1.258979 -0.5 0.0 0.0
C -1.015415 1.753470 -1.837544 0.3 -0.2 0.9
H 0.677945 1.093819 -3.039988 -0.4 0.2 0.0
N -1.737356 -0.666576 2.079860 -0.8 0.8 0.1
C -0.418179 1.009814 -2.991373 0.0 -0.4 -0.8
N -1.411153 -3.292665 -0.187370 0.1 0.3 0.4
C 0.910121 1.199951 -0.370536 -0.5 -0.2 -0.2
H -0.705954 -4.000698 -0.091407 0.2 -0.1 0.1
H 2.836154 -0.354594 1.318456 -0.3 1.0 0.2
H 1.457626 0.700294 -1.160574 0.1 0.0 0.0
O -0.198721 -1.976072 1.309340 0.7 -0.5 -0.3
H -2.313373 -3.676333 -0.412966 -0.2 0.2 0.1
```
Forces are in eV/Å.

HOMO-LUMO gap = 8.99 eV
SMILES = C/C=C\C=C\C.Nc1nnco1

Relative energy (zero: lowest compared OMol25 entry of this formula, charge and spin) for the records above, in order: 654.5; 241.7 kJ/mol